1.
# C54H40BrClN10NdO2P

C54H40BrClN10NdO2P as an isolated structure in a non-equilibrium geometry (wB97M-V/def2-TZVPD, the OMol25 dataset).

Geometry (Å):
1 Nd 0.34 1.57 -0.18
2 Br -6.91 3.53 0.97
3 C -5.20 3.06 1.49
4 C -4.94 1.84 2.10
5 C -3.61 1.44 2.31
6 C -2.62 1.99 1.45
7 O -1.64 1.24 1.06
8 C -2.84 3.35 0.99
9 C -1.95 4.09 0.16
10 N -0.67 3.81 -0.04
11 C 0.16 4.87 -0.44
12 C -0.07 6.19 -0.02
13 C 0.76 7.22 -0.47
14 C 1.95 6.90 -1.11
15 C 2.24 5.61 -1.60
16 C 3.33 5.29 -2.42
17 C 3.54 3.99 -2.83
18 C 2.75 2.98 -2.24
19 N 1.66 3.27 -1.52
20 C 1.36 4.56 -1.17
21 C -4.17 3.83 0.98
22 H -5.81 1.21 2.31
23 H -3.42 0.62 2.98
24 H -2.38 4.90 -0.44
25 H -0.94 6.44 0.61
26 H 0.42 8.27 -0.31
27 H 2.70 7.68 -1.28
28 H 3.93 6.11 -2.80
29 H 4.27 3.66 -3.60
30 H 2.96 1.90 -2.48
31 H -4.36 4.84 0.60
32 C 1.14 -4.40 -0.38
33 N 0.62 -3.04 -0.06
34 C 1.08 -1.83 -0.40
35 N 0.34 -0.90 0.20
36 C -0.60 -1.60 0.92
37 N -0.48 -2.91 0.80
38 C 1.18 -5.29 0.86
39 C 0.32 -6.39 0.98
40 C 0.21 -7.00 2.22
41 C 0.85 -6.54 3.34
42 C 1.77 -5.52 3.20
43 C 1.98 -4.93 1.97
44 C 2.32 -4.78 4.30
45 N 2.00 -4.80 5.56
46 N 2.68 -3.74 6.18
47 C 3.24 -3.08 5.22
48 O 3.11 -3.67 3.98
49 C 3.95 -1.79 5.36
50 C 4.29 -1.39 6.67
51 C 4.86 -0.13 6.89
52 C 5.15 0.71 5.81
53 C 4.88 0.26 4.49
54 C 5.18 1.19 3.31
55 N 3.94 1.70 2.61
56 C 3.17 1.13 1.67
57 N 2.00 1.83 1.56
58 C 2.18 2.87 2.43
59 N 3.31 2.85 3.10
60 C 4.23 -0.97 4.26
61 H 2.15 -4.15 -0.79
62 H 0.56 -4.87 -1.19
63 H 1.86 -1.62 -1.10
64 H -1.40 -1.09 1.44
65 H -0.23 -6.75 0.09
66 H -0.43 -7.85 2.33
67 H 0.63 -6.92 4.37
68 H 2.69 -4.09 1.87
69 H 4.06 -2.09 7.46
70 H 5.00 0.19 7.91
71 H 5.54 1.71 5.96
72 H 5.66 0.62 2.46
73 H 5.73 2.09 3.60
74 H 3.35 0.13 1.21
75 H 1.47 3.66 2.56
76 H 3.98 -1.37 3.26
77 Cl -1.66 2.44 -3.09
78 C -3.30 1.77 -3.22
79 C -4.39 2.58 -3.50
80 C -5.63 1.98 -3.63
81 C -5.74 0.62 -3.37
82 C -4.66 -0.15 -3.01
83 C -3.41 0.44 -2.97
84 P -1.81 -0.38 -2.58
85 C -1.12 -0.56 -4.26
86 C -1.91 -0.91 -5.37
87 C -1.38 -0.93 -6.68
88 C -0.06 -0.71 -6.84
89 C 0.78 -0.50 -5.73
90 C 0.24 -0.36 -4.49
91 C -2.41 -2.03 -2.24
92 C -2.12 -3.17 -2.97
93 C -2.44 -4.42 -2.46
94 C -3.29 -4.56 -1.37
95 C -3.59 -3.43 -0.63
96 C -3.19 -2.17 -1.09
97 H -4.28 3.69 -3.57
98 H -6.53 2.57 -3.80
99 H -6.67 0.07 -3.55
100 H -4.84 -1.22 -2.78
101 H -2.99 -1.12 -5.26
102 H -2.08 -1.14 -7.52
103 H 0.35 -0.77 -7.86
104 H 1.87 -0.46 -5.85
105 H 0.91 -0.17 -3.64
106 H -1.62 -3.10 -3.92
107 H -2.04 -5.29 -2.95
108 H -3.76 -5.53 -1.11
109 H -4.12 -3.54 0.30
110 H -3.46 -1.27 -0.50

2S+1: 4
Expectation value of S²: 3.753
HOMO (alpha / beta) in eV: -12.247 / -12.250
Charge: +2
Largest force on an atom in eV/A: 2.5

These are the Mulliken partial charges, in e, on atoms 1 to 99: number 1, Nd, carries 1.163; number 2, Br, carries -0.135; number 3, C, carries -0.152; number 4, C, carries -0.136; number 5, C, carries -1.140; number 6, C, carries 0.662; number 7, O, carries -0.092; number 8, C, carries 0.331; number 9, C, carries -0.704; number 10, N, carries 0.165; number 11, C, carries -0.242; number 12, C, carries -0.373; number 13, C, carries -0.833; number 14, C, carries -0.852; number 15, C, carries 0.536; number 16, C, carries -0.426; number 17, C, carries -0.937; number 18, C, carries 0.023; number 19, N, carries 0.274; number 20, C, carries 0.426; number 21, C, carries -0.835; number 22, H, carries 0.412; number 23, H, carries 0.528; number 24, H, carries 0.663; number 25, H, carries 0.586; number 26, H, carries 0.389; number 27, H, carries 0.421; number 28, H, carries 0.469; number 29, H, carries 0.387; number 30, H, carries 0.328; number 31, H, carries 0.517; number 32, C, carries -0.996; number 33, N, carries 1.084; number 34, C, carries -0.700; number 35, N, carries 0.443; number 36, C, carries -1.063; number 37, N, carries -0.486; number 38, C, carries 0.675; number 39, C, carries -0.880; number 40, C, carries -0.622; number 41, C, carries -0.643; number 42, C, carries 0.233; number 43, C, carries -0.226; number 44, C, carries 0.584; number 45, N, carries -0.473; number 46, N, carries -0.411; number 47, C, carries 0.393; number 48, O, carries -0.280; number 49, C, carries 0.260; number 50, C, carries -0.849; number 51, C, carries -0.695; number 52, C, carries -0.809; number 53, C, carries 1.090; number 54, C, carries -1.124; number 55, N, carries 0.754; number 56, C, carries -0.237; number 57, N, carries 0.090; number 58, C, carries -0.592; number 59, N, carries -0.748; number 60, C, carries -0.204; number 61, H, carries 0.270; number 62, H, carries 0.345; number 63, H, carries 0.587; number 64, H, carries 0.649; number 65, H, carries 0.387; number 66, H, carries 0.429; number 67, H, carries 0.434; number 68, H, carries 0.425; number 69, H, carries 0.547; number 70, H, carries 0.414; number 71, H, carries 0.397; number 72, H, carries 0.326; number 73, H, carries 0.379; number 74, H, carries 0.342; number 75, H, carries 0.601; number 76, H, carries 0.397; number 77, Cl, carries -0.129; number 78, C, carries 0.560; number 79, C, carries -0.537; number 80, C, carries -0.735; number 81, C, carries -0.736; number 82, C, carries -0.003; number 83, C, carries -0.083; number 84, P, carries 1.453; number 85, C, carries 0.319; number 86, C, carries -0.299; number 87, C, carries -0.748; number 88, C, carries -0.522; number 89, C, carries -0.532; number 90, C, carries -0.392; number 91, C, carries 0.814; number 92, C, carries -1.018; number 93, C, carries -0.657; number 94, C, carries -0.809; number 95, C, carries -0.660; number 96, C, carries -0.797; number 97, H, carries 0.425; number 98, H, carries 0.411; number 99, H, carries 0.428

---

2.
# C6H12O2Si

A 2-piece molecular cluster, C6H12O2Si overall in a non-equilibrium geometry (wB97M-V/def2-TZVPD, the OMol25 dataset).

Geometry (Å):
1 C 0.96 2.87 -0.65
2 C 1.12 1.71 0.02
3 C 1.13 -1.43 0.30
4 C 1.47 -2.51 1.02
5 C -2.90 -1.20 0.06
6 C -2.38 0.25 -0.20
7 O 1.28 -1.17 -1.13
8 O -1.18 0.17 -0.92
9 Si 0.34 0.08 -0.40
10 H 1.23 3.84 -0.40
11 H 0.49 2.89 -1.67
12 H 1.64 1.72 0.97
13 H 1.35 -2.55 2.15
14 H 2.17 -3.20 0.67
15 H 3.38 0.83 -0.11
16 H -2.10 -1.54 0.60
17 H -3.76 -1.14 0.67
18 H -2.97 -1.85 -0.79
19 H -2.24 0.83 0.76
20 H -3.12 0.74 -0.87
21 H 4.11 0.68 -0.09

2S+1: 1
HOMO in eV: -8.864
Largest force on an atom in eV/A: 3.7
Relative energy (zero: lowest compared OMol25 entry of this formula, charge and spin) in kcal/mol: 80.0

Formally, the Mulliken partial charges of the atoms, in units of the elementary charge, are as follows: number 1, C, carries -0.724; number 2, C, carries -0.358; number 3, C, carries 0.112; number 4, C, carries -0.701; number 5, C, carries -1.101; number 6, C, carries -0.175; number 7, O, carries -0.453; number 8, O, carries -0.321; number 9, Si, carries 0.597; number 10, H, carries 0.329; number 11, H, carries 0.170; number 12, H, carries 0.564; number 13, H, carries 0.197; number 14, H, carries 0.312; number 15, H, carries -0.181; number 16, H, carries 0.316; number 17, H, carries 0.376; number 18, H, carries 0.307; number 19, H, carries 0.280; number 20, H, carries 0.256; number 21, H, carries 0.198

---

3.
# C17H17NO4

One molecule with the formula C17H17NO4 (wB97M-V/def2-TZVPD, the OMol25 dataset).

Geometry (Å):
1 C -0.26 1.74 -4.44
2 H -0.52 2.77 -4.19
3 O -0.14 1.08 -3.21
4 C 0.26 -0.21 -3.19
5 C 0.44 -1.00 -4.33
6 C 0.81 -2.32 -4.19
7 C 0.99 -2.89 -2.95
8 C 0.81 -2.12 -1.80
9 C 0.46 -0.77 -1.92
10 C 0.39 0.12 -0.72
11 O 1.01 1.16 -0.64
12 N -0.45 -0.36 0.25
13 C -0.72 0.17 1.51
14 C -0.37 1.47 1.87
15 C -0.67 1.94 3.14
16 C -1.32 1.12 4.06
17 C -1.68 -0.16 3.69
18 C -1.38 -0.64 2.43
19 H -1.66 -1.65 2.15
20 H -2.20 -0.80 4.39
21 H -1.57 1.48 5.04
22 C -0.27 3.34 3.46
23 O -0.04 4.15 2.60
24 C -0.19 3.70 4.93
25 H 0.29 4.68 5.03
26 H -1.19 3.76 5.35
27 H 0.38 2.95 5.47
28 H 0.13 2.11 1.17
29 H -0.81 -1.29 0.10
30 O 0.97 -2.60 -0.53
31 C 1.49 -3.89 -0.35
32 H 1.61 -4.01 0.73
33 H 2.47 -4.00 -0.83
34 H 0.81 -4.66 -0.73
35 H 1.27 -3.93 -2.88
36 H 0.95 -2.92 -5.08
37 H 0.29 -0.59 -5.31
38 H 0.68 1.73 -5.00
39 H -1.06 1.31 -5.05

2S+1: 1
HOMO in eV: -8.439
Largest force on an atom in eV/A: 0.7
Relative energy (zero: lowest compared OMol25 entry of this formula, charge and spin) in kcal/mol: 29.2

Formally, the Mulliken partial charges of the atoms, in units of the elementary charge, are as follows: number 1, C, carries -0.942; number 2, H, carries 0.256; number 3, O, carries -0.376; number 4, C, carries 0.982; number 5, C, carries -0.804; number 6, C, carries -0.913; number 7, C, carries -0.833; number 8, C, carries 0.720; number 9, C, carries 0.183; number 10, C, carries 0.680; number 11, O, carries -0.625; number 12, N, carries -0.063; number 13, C, carries 0.631; number 14, C, carries -0.322; number 15, C, carries 0.172; number 16, C, carries -0.536; number 17, C, carries -0.936; number 18, C, carries -0.631; number 19, H, carries 0.399; number 20, H, carries 0.370; number 21, H, carries 0.345; number 22, C, carries 0.738; number 23, O, carries -0.557; number 24, C, carries -1.431; number 25, H, carries 0.354; number 26, H, carries 0.343; number 27, H, carries 0.400; number 28, H, carries 0.653; number 29, H, carries 0.197; number 30, O, carries -0.392; number 31, C, carries -0.984; number 32, H, carries 0.258; number 33, H, carries 0.385; number 34, H, carries 0.364; number 35, H, carries 0.398; number 36, H, carries 0.382; number 37, H, carries 0.399; number 38, H, carries 0.385; number 39, H, carries 0.353